1.
This record from the OMol25 dataset describes 2 unconnected molecules or ions with the total composition C3H4FN4 at a distorted geometry. The level of theory is wB97M-V/def2-TZVPD.

Element x y z (Å)
C  0.1590  -0.8337  0.2949
C  -0.4944  1.7901  -0.6439
C  0.9696  0.2747  0.6122
N  0.4901  -1.5990  -0.7605
N  -0.7755  -1.4728  1.0595
N  -0.3154  -2.6421  -0.6913
N  -1.0361  -2.5893  0.4180
F  0.9145  0.8854  1.7935
H  0.0376  2.6071  -1.1408
H  -0.8128  1.0369  -1.2167
H  -1.0407  1.9888  0.3100
H  1.9042  0.5540  -0.0348

calculated total energy: -435.50459 hartree
E_LUMO (alpha / beta): 4.070 / 3.913 eV
Kohn-Sham gap (alpha / beta): 0.295 / 0.263 Ha
ΔE to the lowest compared entry with this formula, charge and spin: 296.8 kJ/mol
net charge: -1

Atom charges from the Löwdin analysis, given in e for atoms 1 to 5:
1 C -0.523
2 C 0.008
3 C -0.158
4 N -0.031
5 N -0.022



2.
This record from the OMol25 dataset describes C3H4FNO in the gas phase at a distorted geometry. The level of theory is wB97M-V/def2-TZVPD.

Element x y z (Å)
F  -1.6388  0.6040  0.4573
C  -0.5747  -0.3146  0.3192
C  -0.3904  -0.4389  -1.1019
N  0.6695  0.1820  -1.5214
O  1.3876  0.7313  -0.5216
C  0.6751  0.4253  0.7292
H  -0.7882  -1.2474  0.9000
H  -1.0221  -0.9681  -1.8587
H  1.2935  -0.3378  1.2917
H  0.3886  1.3642  1.3060

calculated total energy: -346.48917 hartree
E_LUMO: 0.880 eV
Kohn-Sham gap: 0.402 Ha
ΔE to the lowest compared entry with this formula, charge and spin: 209.0 kJ/mol
net charge: 0

Atom charges from the Löwdin analysis, given in e for atoms 1 to 5:
1 F -0.035
2 C -0.317
3 C -0.097
4 N 0.054
5 O -0.108



3.
This record from the OMol25 dataset describes a molecular structure, C3H4FNO at a distorted geometry. The level of theory is wB97M-V/def2-TZVPD.

Element x y z (Å)
C  0.0554  1.1929  0.2725
C  1.3702  0.9119  0.3642
C  -0.1916  -0.2621  0.4442
N  -0.7810  -1.0900  -1.1270
O  1.1722  -0.4289  0.6258
F  -0.9371  -0.7664  1.4082
H  -0.5195  1.9862  0.1171
H  2.1843  1.4289  -0.0697
H  -0.6563  -2.1413  -0.8053
H  -1.6966  -0.8312  -1.2299

calculated total energy: -346.42704 hartree
E_LUMO: 0.703 eV
Kohn-Sham gap: 0.377 Ha
ΔE to the lowest compared entry with this formula, charge and spin: 372.1 kJ/mol
net charge: 0

Atom charges from the Löwdin analysis, given in e for atoms 1 to 5:
1 C 0.043
2 C -0.036
3 C -0.454
4 N 0.087
5 O 0.025



4.
This record from the OMol25 dataset describes 2 unconnected molecules or ions with the total composition C3H4FNO2 at a distorted geometry. The level of theory is wB97M-V/def2-TZVPD.

Element x y z (Å)
C  1.0334  -0.3326  -1.6311
C  0.4842  0.5572  0.4298
C  -0.9548  0.1053  0.4133
N  1.3863  -0.5995  -2.6822
O  1.2714  0.0524  1.4022
O  -1.4733  0.1351  -0.8337
F  -1.0413  -1.1626  1.0402
H  0.8851  1.5348  0.0743
H  -1.4005  0.9229  1.1205
H  0.8398  -0.6156  1.9553
H  -1.0304  -0.5974  -1.2885

calculated total energy: -421.69966 hartree
E_LUMO (alpha / beta): -0.685 / -0.685 eV
Kohn-Sham gap (alpha / beta): 0.372 / 0.372 Ha
ΔE to the lowest compared entry with this formula, charge and spin: 324.2 kJ/mol
net charge: 0

Atom charges from the Löwdin analysis, given in e for atoms 1 to 5:
1 C -0.187
2 C -0.062
3 C -0.427
4 N -0.017
5 O 0.072



5.
This record from the OMol25 dataset describes C3H4FNO3 in the gas phase at a distorted geometry. The level of theory is wB97M-V/def2-TZVPD.

Element x y z (Å)
N  -0.1471  -1.6892  0.6269
C  -0.7077  -0.8573  -0.3377
O  -1.7784  -1.3592  -1.0010
C  -0.3774  0.6647  -0.2831
F  -0.8168  1.3385  -1.4143
C  1.0162  0.9332  0.1266
O  1.3933  0.4999  1.2344
O  1.7053  1.5198  -0.6945
H  0.1343  -0.9553  1.6105
H  -0.6590  -2.7274  1.1224
H  -0.9474  0.9571  0.6482
H  1.1848  1.6751  -1.6385

calculated total energy: -496.95271 hartree
E_LUMO: -0.068 eV
Kohn-Sham gap: 0.359 Ha
ΔE to the lowest compared entry with this formula, charge and spin: 373.2 kJ/mol
net charge: 0

Atom charges from the Löwdin analysis, given in e for atoms 1 to 5:
1 N 0.032
2 C -0.380
3 O -0.067
4 C -0.187
5 F 0.038



6.
This record from the OMol25 dataset describes a molecular structure, C3H4FNS at a distorted geometry. The level of theory is wB97M-V/def2-TZVPD.

Element x y z (Å)
C  0.2885  -0.2059  -0.0065
C  -1.1022  0.3863  0.0078
C  -1.1970  1.6016  0.1813
H  0.9743  -2.2227  -0.2331
H  -0.9154  -1.7258  -0.1024
H  -2.0860  2.1206  0.1042
H  -0.2498  2.1176  0.2077
N  0.0800  -1.5222  0.3790
F  -1.9413  -0.6118  -0.2519
S  1.9533  0.3237  -0.0911

calculated total energy: -669.39026 hartree
E_LUMO: -0.435 eV
Kohn-Sham gap: 0.301 Ha
ΔE to the lowest compared entry with this formula, charge and spin: 285.8 kJ/mol
net charge: 0

Atom charges from the Löwdin analysis, given in e for atoms 1 to 5:
1 C -0.769
2 C -0.395
3 C 0.102
4 H 0.222
5 H 0.116



7.
This record from the OMol25 dataset describes a molecular structure, C3H4FNS at a distorted geometry. The level of theory is wB97M-V/def2-TZVPD.

Element x y z (Å)
C  1.8276  -0.7738  -0.2792
C  -0.9291  0.0995  0.3367
C  2.7251  0.1940  -0.5139
N  0.9140  -1.4384  0.0874
F  3.6021  0.5498  0.3982
S  -0.0768  1.5246  -0.0684
H  -0.9289  -0.3065  1.3299
H  -0.0692  -1.0006  0.1896
H  -1.6869  -0.3760  -0.2329
H  3.1318  0.4838  -1.4471

calculated total energy: -669.29695 hartree
E_LUMO (alpha / beta): 0.817 / -2.663 eV
Kohn-Sham gap (alpha / beta): 0.289 / 0.217 Ha
⟨S²⟩: 2.024
ΔE to the lowest compared entry with this formula, charge and spin: 39.4 kJ/mol
multiplicity: 3
net charge: 0

Atom charges from the Löwdin analysis, given in e for atoms 1 to 5:
1 C -0.191
2 C -0.588
3 C -0.235
4 N 0.140
5 F 0.014



8.
This record from the OMol25 dataset describes C3H4FNS2 in the gas phase at a distorted geometry. The level of theory is wB97M-V/def2-TZVPD.

Element x y z (Å)
F  2.8698  0.1196  -0.3056
C  1.8174  -0.8035  0.1223
C  0.3616  -0.3554  -0.0053
N  -0.5882  -1.2067  0.0789
S  -2.1359  -0.6862  -0.1042
C  -1.7105  1.1680  -0.0823
S  0.0985  1.4366  0.0906
H  2.0406  -1.1491  1.1154
H  1.7359  -1.8064  -0.3807
H  -2.3606  1.7791  0.6208
H  -2.1285  1.5038  -1.1500

calculated total energy: -1067.64823 hartree
E_LUMO: 0.430 eV
Kohn-Sham gap: 0.322 Ha
ΔE to the lowest compared entry with this formula, charge and spin: 82.4 kJ/mol
net charge: 0

Atom charges from the Löwdin analysis, given in e for atoms 1 to 5:
1 F -0.092
2 C -0.151
3 C -0.676
4 N -0.381
5 S 0.808



9.
This record from the OMol25 dataset describes C3H4FNS2 in the gas phase at a distorted geometry. The level of theory is wB97M-V/def2-TZVPD.

Element x y z (Å)
F  -1.8064  -0.2786  1.1824
C  -1.9321  -0.1061  -0.1884
C  -0.5228  0.0147  -0.8160
S  0.3130  1.5047  -0.3820
C  1.3348  0.6909  0.7803
N  1.6066  -0.5545  0.7202
S  0.6693  -1.4048  -0.4354
H  -2.4783  -1.0087  -0.5639
H  -2.5588  0.8281  -0.3818
H  -0.7749  0.1516  -1.8862
H  1.8269  1.2218  1.5714

calculated total energy: -1067.67379 hartree
E_LUMO: 0.512 eV
Kohn-Sham gap: 0.337 Ha
ΔE to the lowest compared entry with this formula, charge and spin: 15.3 kJ/mol
net charge: 0

Atom charges from the Löwdin analysis, given in e for atoms 1 to 5:
1 F -0.079
2 C -0.286
3 C -0.840
4 S 0.909
5 C -0.597



10.
This record from the OMol25 dataset describes C3H4FP in the gas phase at a distorted geometry. The level of theory is wB97M-V/def2-TZVPD.

Element x y z (Å)
C  -0.8198  0.5450  0.0541
C  0.4226  0.3894  0.2099
C  1.6203  -0.3873  0.0464
F  -3.4574  0.5797  0.1168
P  -2.4472  -0.7081  0.0538
H  -1.4462  1.5266  -0.0692
H  2.0984  -0.2933  -0.9092
H  1.5011  -1.4955  -0.1059
H  2.5283  -0.1565  0.6032

calculated total energy: -557.77794 hartree
E_LUMO (alpha / beta): -1.032 / -0.476 eV
Kohn-Sham gap (alpha / beta): 0.235 / 0.281 Ha
ΔE to the lowest compared entry with this formula, charge and spin: 275.0 kJ/mol
net charge: 0

Atom charges from the Löwdin analysis, given in e for atoms 1 to 5:
1 C -0.356
2 C -0.155
3 C -0.143
4 F -0.485
5 P 0.835



11.
This record from the OMol25 dataset describes 2 unconnected molecules or ions with the total composition C3H4FP at a distorted geometry. The level of theory is wB97M-V/def2-TZVPD.

Element x y z (Å)
C  -1.5176  -0.9324  1.4225
C  -0.9750  -0.7458  0.3631
C  -0.1278  -0.4523  -0.7923
F  1.1397  -4.8419  -1.2287
P  -0.1605  -3.8670  -1.4082
H  -2.0501  -1.4019  2.1722
H  0.5504  -1.2375  -0.9659
H  0.4695  0.4156  -0.3521
H  -0.6057  -0.4333  -1.8759

calculated total energy: -557.78025 hartree
E_LUMO (alpha / beta): 0.725 / -0.966 eV
Kohn-Sham gap (alpha / beta): 0.353 / 0.335 Ha
⟨S²⟩: 2.003
ΔE to the lowest compared entry with this formula, charge and spin: 26.8 kJ/mol
multiplicity: 3
net charge: 0

Atom charges from the Löwdin analysis, given in e for atoms 1 to 5:
1 C 0.088
2 C -0.243
3 C -0.174
4 F -0.568
5 P 0.708



12.
This record from the OMol25 dataset describes a molecular structure, C3H4GaO3 at a distorted geometry. The level of theory is wB97M-V/def2-TZVPD.

Element x y z (Å)
H  1.4578  -1.5285  2.4728
O  1.1600  -0.9693  1.7363
C  0.8707  -0.1976  -1.3388
C  -0.0847  0.6480  -0.9170
O  -1.4195  0.4091  -1.0646
C  -2.3644  0.7534  -0.0692
O  -1.9281  0.5777  1.0913
Ga  -0.3801  -0.2799  1.6740
H  0.6164  -1.1443  -1.8226
H  1.9152  0.1149  -1.2959
H  0.1568  1.6166  -0.4663

calculated total energy: -2266.80855 hartree
E_LUMO (alpha / beta): -7.196 / -7.197 eV
Kohn-Sham gap (alpha / beta): 0.251 / 0.251 Ha
ΔE to the lowest compared entry with this formula, charge and spin: 250.6 kJ/mol
net charge: +1

Atom charges from the Löwdin analysis, given in e for atoms 1 to 5:
1 H 0.070
2 O -0.115
3 C 0.104
4 C -0.282
5 O -0.067



net charge of number 1 (C3H4FN4)? -1